Record 1
{"formula": "C6H8FNO", "method": "the ωB97M-V functional and the def2-TZVPD basis", "species": ["C", "O", "C", "C", "F", "C", "C", "C", "N", "H", "H", "H", "H", "H", "H", "H", "H"], "coordinates": [[0.409, -2.490, -0.328], [-0.582, -1.535, 0.073], [-0.310, -0.191, 0.134], [1.107, 0.364, 0.438], [1.724, 0.656, -0.794], [-1.425, 0.661, 0.096], [-1.294, 2.162, 0.062], [-2.656, 0.060, -0.027], [-3.716, -0.366, -0.051], [-0.148, -3.101, -1.171], [0.572, -3.366, 0.424], [1.326, -2.023, -0.682], [1.012, 1.406, 1.021], [1.801, -0.211, 0.963], [-1.154, 2.623, 1.132], [-2.088, 2.684, -0.478], [-0.474, 2.387, -0.528]], "forces_ev_per_a": [[-1.7, -2.8, -0.9], [0.7, 0.7, 0.5], [-1.2, 0.8, 0.9], [-2.0, 3.3, -0.8], [0.0, 0.0, 0.2], [4.1, -0.8, -0.2], [-0.9, 0.5, 2.4], [-1.1, -0.2, 0.1], [-1.1, -0.5, -0.2], [1.5, 1.4, 1.1], [-0.1, 2.2, -0.6], [0.0, -0.2, 0.0], [0.0, -2.4, -1.3], [0.6, -1.5, 1.0], [-0.4, -0.7, -2.0], [-0.4, -0.4, 0.5], [2.0, 0.6, -0.8]], "homo_ha": -0.3287, "smiles": "CO/C(CF)=C(/C)C#N"}

***

Record 2
{"formula": "C20H28N4O3", "method": "the ωB97M-V functional and the def2-TZVPD basis", "species": ["C", "C", "O", "C", "O", "C", "C", "C", "N", "N", "C", "O", "N", "C", "C", "C", "C", "C", "C", "N", "C", "C", "C", "C", "C", "C", "C", "H", "H", "H", "H", "H", "H", "H", "H", "H", "H", "H", "H", "H", "H", "H", "H", "H", "H", "H", "H", "H", "H", "H", "H", "H", "H", "H", "H"], "coordinates": [[1.470, 2.526, 4.811], [1.193, 1.406, 3.857], [0.812, 2.056, 2.611], [0.359, 1.163, 1.708], [0.240, -0.019, 2.002], [-0.091, 1.830, 0.407], [0.611, 1.198, -0.758], [0.971, 2.027, -1.943], [1.044, -0.020, -0.592], [1.986, -0.531, -1.337], [1.734, -1.908, -1.492], [0.726, -2.509, -1.114], [2.807, -2.440, -2.187], [2.980, -3.779, -2.504], [4.208, -4.235, -3.043], [4.407, -5.598, -3.271], [3.390, -6.522, -2.997], [2.158, -6.077, -2.508], [1.952, -4.717, -2.264], [-1.624, 1.756, 0.419], [-2.122, 0.313, 0.444], [-3.641, 0.273, 0.534], [-4.216, 1.699, 0.556], [-3.633, 2.432, 1.774], [-2.120, 2.472, 1.689], [-3.749, 2.443, -0.709], [-2.225, 2.489, -0.773], [1.644, 2.130, 5.808], [2.364, 3.076, 4.515], [0.630, 3.220, 4.875], [2.082, 0.806, 3.642], [0.375, 0.764, 4.204], [0.155, 2.908, 0.424], [1.356, 3.007, -1.618], [1.717, 1.468, -2.530], [0.105, 2.217, -2.596], [3.515, -1.743, -2.407], [4.996, -3.505, -3.254], [5.367, -5.934, -3.662], [3.561, -7.582, -3.162], [1.352, -6.779, -2.306], [1.010, -4.362, -1.856], [-1.670, -0.163, 1.314], [-1.710, -0.189, -0.441], [-4.035, -0.295, -0.317], [-3.925, -0.274, 1.444], [-5.312, 1.676, 0.618], [-3.906, 1.935, 2.713], [-3.994, 3.466, 1.833], [-1.651, 1.968, 2.541], [-1.710, 3.493, 1.630], [-4.133, 1.946, -1.609], [-4.139, 3.470, -0.714], [-1.847, 3.521, -0.730], [-1.822, 2.025, -1.680]], "forces_ev_per_a": [[0.3, 0.2, 0.4], [0.0, 0.4, -0.1], [0.1, -0.5, -0.3], [-0.2, -1.6, 1.0], [0.1, 2.0, -0.5], [0.5, -0.5, -0.1], [0.6, -0.4, -0.1], [0.2, 0.4, -0.2], [-0.6, 0.4, 1.0], [-1.0, -0.9, -1.3], [0.2, 1.5, 0.9], [0.7, 0.2, -0.4], [-0.1, -0.3, -0.1], [0.3, -0.8, -0.1], [-0.5, 0.0, 0.2], [-0.3, 0.2, 0.1], [0.0, 0.1, 0.0], [0.6, 0.5, -0.2], [0.1, -0.3, -0.1], [-0.9, 0.4, 0.4], [0.5, 0.0, -0.1], [-0.5, 0.0, -0.1], [0.2, 0.0, 0.0], [-0.4, 0.2, 0.2], [0.9, -0.3, -0.6], [-0.6, 0.0, -0.1], [0.8, -0.2, 0.2], [0.1, -0.1, 0.1], [-0.1, 0.1, 0.0], [0.0, -0.1, -0.1], [-0.2, -0.1, 0.2], [0.2, 0.1, -0.2], [-0.3, -0.4, 0.2], [0.1, -0.1, -0.4], [-0.2, 0.4, 0.3], [0.2, 0.0, 0.1], [-0.2, -0.5, 0.1], [-0.2, -0.3, 0.1], [-0.2, 0.0, 0.1], [0.0, 0.1, 0.0], [0.2, 0.1, 0.0], [0.3, -0.1, -0.2], [0.0, 0.2, -0.3], [0.0, 0.3, 0.2], [-0.1, 0.2, 0.2], [-0.1, 0.2, -0.2], [0.3, 0.0, -0.1], [-0.2, 0.1, -0.3], [-0.2, -0.2, -0.1], [-0.1, 0.1, -0.3], [-0.1, -0.4, 0.0], [0.0, 0.1, 0.2], [0.0, -0.3, 0.0], [0.0, -0.3, 0.1], [-0.1, 0.0, 0.3]], "homo_ha": -0.2223, "smiles": "CCOC(=O)[C@@H](/C(C)=N/N=C(\\[O-])Nc1ccccc1)[N+]12CCC(CC1)CC2"}

***

Record 3
{"formula": "C9H19NO13Tl", "method": "the ωB97M-V functional and the def2-TZVPD basis", "species": ["Tl", "N", "O", "O", "O", "O", "H", "C", "O", "C", "O", "O", "C", "H", "H", "H", "H", "H", "H", "C", "O", "C", "O", "O", "C", "H", "H", "H", "H", "H", "H", "C", "O", "C", "O", "O", "C", "H", "H", "H", "H", "H", "H"], "coordinates": [[0.647, -0.201, 1.238], [3.819, 2.345, 1.703], [3.042, 1.436, 1.348], [4.478, 2.951, 0.889], [3.893, 2.612, 2.897], [-0.357, -1.753, -0.705], [-1.094, -2.140, -1.206], [-0.381, -3.309, 4.849], [-0.508, -4.246, 3.792], [-0.066, -3.882, 2.611], [0.385, -2.789, 2.345], [-0.178, -4.917, 1.799], [-0.187, -4.642, 0.399], [-0.847, -3.743, 5.730], [-0.859, -2.360, 4.614], [0.660, -3.147, 5.136], [-0.064, -5.579, -0.135], [0.650, -3.997, 0.115], [-1.118, -4.158, 0.104], [-0.105, -0.005, -3.632], [0.688, 1.162, -3.592], [1.176, 1.542, -2.428], [0.916, 1.010, -1.363], [1.974, 2.553, -2.629], [2.621, 3.198, -1.525], [-1.160, 0.174, -3.435], [0.255, -0.774, -2.947], [-0.008, -0.454, -4.620], [2.785, 4.213, -1.871], [3.548, 2.705, -1.253], [1.966, 3.198, -0.653], [-3.307, -0.093, -1.125], [-3.158, 1.312, -1.232], [-2.214, 1.915, -0.523], [-1.569, 1.384, 0.362], [-2.164, 3.167, -0.889], [-1.183, 4.020, -0.314], [-2.861, -0.508, -0.224], [-2.896, -0.580, -2.012], [-4.375, -0.308, -1.150], [-1.671, 4.932, 0.013], [-0.415, 4.198, -1.060], [-0.761, 3.558, 0.579]], "forces_ev_per_a": [[-0.7, -0.2, -1.1], [0.5, 0.8, 1.9], [-0.5, -0.6, -1.2], [-0.2, -0.4, -0.5], [-0.3, -0.3, -0.3], [1.2, -0.1, 0.5], [-0.5, 0.6, 0.3], [0.3, 0.3, 0.9], [0.0, -0.2, 0.2], [-0.1, -0.5, 0.1], [0.1, 0.8, -0.3], [-0.3, 0.0, -0.2], [0.6, 0.3, -0.5], [-0.3, -0.1, -0.2], [0.0, 0.0, -0.1], [0.0, 0.1, -0.4], [-0.2, -0.2, 0.3], [-0.1, 0.0, 0.2], [0.0, -0.1, 0.2], [-0.2, -1.5, -0.1], [0.0, 0.3, -0.1], [0.1, -0.3, -0.1], [-0.1, -0.1, 0.5], [0.2, 0.3, -0.2], [-0.4, 0.1, 0.3], [0.0, 0.4, 0.1], [0.0, 0.3, 0.3], [0.0, 0.5, -0.1], [0.2, 0.0, 0.1], [0.0, -0.1, -0.3], [0.0, 0.0, -0.1], [-0.5, -0.6, -0.2], [0.2, 0.2, -0.2], [-0.3, -0.6, 0.5], [0.4, -0.2, 0.1], [-0.2, 0.2, -0.4], [0.3, -0.1, 0.8], [0.0, 0.2, 0.1], [0.2, 0.2, 0.1], [0.0, 0.2, 0.2], [-0.1, 0.1, -0.3], [0.0, 0.2, 0.0], [0.1, -0.1, -0.2]], "homo_ha": -0.4764, "total_charge": 1}

***

One value per record, in order, for orbital gap: 9.17; 6.08; 2.92 eV.
One value per record, in order, for energy relative to the best compared isomer or geometry (same formula, charge and spin): 35.0; 121.6; 9.5 kcal/mol.
One value per record, in order, for electronic energy: -463.19386; -1223.56530; -1559.08754 a.u..